(1)
Computed, not measured: an isolated molecule of C6H9IN2O at a distorted geometry, with ωB97M-V/def2-TZVPD.

relative energy (zero: lowest compared OMol25 entry of this formula, charge and spin): 2.746 eV
Kohn-Sham gap: 0.304 Eh
LUMO energy: 0.29 eV
SMILES string: [H]/N=c1\occ(I)n1C(C)C

Each line ends with the Mulliken charge.
Cartesian coordinates (Å):
H 0.596845 -1.903443 0.105362  0.45
H -1.348028 -0.137748 1.373784  0.31
C -0.969500 -1.121130 1.355927  -1.12
I 3.470393 -0.708498 0.058948  0.12
N -1.436635 1.761134 -0.254146  -0.52
H -1.510762 -0.645724 -1.455383  0.38
N 0.535734 0.209392 -0.236761  0.11
C -0.235477 1.689531 -0.018130  0.32
C 1.973935 1.929775 0.089676  -0.48
H 2.712058 2.673213 0.052948  0.47
H -1.639238 -2.005440 1.279981  0.36
O 0.705735 2.574844 0.073636  -0.40
C -0.800779 -1.419914 -1.240775  -1.55
C -0.052356 -1.040795 0.071286  0.24
C 1.826633 0.597937 -0.027880  0.08
H -0.260260 -1.296411 2.293469  0.22
H -0.139437 -1.588374 -2.127263  0.30
H -1.942588 2.603909 -0.398844  0.24
H -1.486264 -2.172267 -0.995844  0.48

Force components x, y, z for each atom (eV/Å):
1.380 0.511 0.483
-1.501 0.703 0.684
3.326 -1.254 0.355
-0.563 0.314 -0.108
-1.231 -1.189 0.207
-0.055 0.959 -0.493
0.053 4.249 1.779
0.591 -3.794 -2.003
-1.173 -0.434 -0.134
1.274 0.104 0.150
0.113 1.058 0.086
1.191 0.029 0.388
-0.031 1.157 0.310
-2.063 -2.192 -1.201
1.156 0.559 0.239
-1.525 0.475 -1.845
-0.542 -0.080 0.988
0.113 0.891 0.242
-0.514 -2.066 -0.128

(2)
Computed, not measured: an isolated molecule of C5H7N at a distorted geometry, with ωB97M-V/def2-TZVPD.

relative energy (zero: lowest compared OMol25 entry of this formula, charge and spin): 6.394 eV
Kohn-Sham gap: 0.302 Eh
LUMO energy: 0.72 eV

Each line ends with the Mulliken charge.
Cartesian coordinates (Å):
H 0.840204 -0.510319 1.712551  0.31
C 0.500985 -0.243415 -1.425395  -0.10
H -0.030325 1.734325 0.447234  0.34
C -0.986650 1.144665 0.471639  -0.57
H -0.836331 0.117001 0.964289  0.09
C 0.902576 -0.430806 -0.314149  0.25
C -1.441498 0.774502 -0.963179  -0.30
H 2.334382 -1.486500 0.926477  0.27
H 0.761991 -2.076607 0.976547  0.31
H -0.847864 0.106930 -2.847496  0.25
H -1.760101 1.771589 1.076807  0.26
C 1.208181 -1.147972 0.825330  -1.07
N -0.645550 0.246607 -1.850655  -0.05

Force components x, y, z for each atom (eV/Å):
1.271 -1.014 -0.853
1.762 -0.348 0.154
-0.492 -0.741 0.093
-0.566 -0.807 -0.650
-0.278 1.675 -0.214
2.045 -1.263 -0.717
-2.914 2.411 0.336
-1.810 1.359 -0.035
-1.470 -1.581 -0.342
-0.751 0.361 0.862
1.124 -1.379 -1.423
3.370 0.383 4.209
-1.291 0.944 -1.421

(3)
Computed, not measured: a structure of composition C18H28IMgN4S, with ωB97M-V/def2-TZVPD.

relative energy (zero: lowest compared OMol25 entry of this formula, charge and spin): 0.000 eV
Kohn-Sham gap: 0.293 Eh
net charge: +1
LUMO energy: -2.32 eV

Each line ends with the Mulliken charge.
Cartesian coordinates (Å):
H 2.568055 6.232148 0.190682  0.37
C 1.438046 4.416398 -0.041155  1.06
H 4.841720 2.615340 0.315998  0.39
H -3.590121 -2.387022 -3.104140  0.41
C 1.453300 2.986131 -0.095179  0.56
H -0.220092 -2.522996 -3.758497  0.19
C 2.206676 -3.851638 -2.984438  -1.10
C 3.834046 4.520187 0.270158  -0.58
H -2.802154 1.825877 1.081524  0.34
C 2.631516 5.151255 0.152489  -0.88
H 1.900930 -4.438148 -2.117599  0.28
H -1.811799 2.490820 -0.846542  0.52
C -1.000989 0.896040 2.908366  -0.58
I 2.994770 0.282609 0.050060  0.00
C -2.555089 -2.693364 -3.249315  -0.88
H 2.041356 -1.976093 -1.953865  -0.04
N -1.879861 -2.523724 -1.964150  -0.07
H -3.005914 -4.803229 -3.078908  0.33
H 0.914974 0.220188 2.584994  0.32
C 0.249966 2.259902 -0.345169  -0.09
C -0.927302 4.409777 -0.512251  -1.11
H -2.376585 -2.851819 -1.152293  0.35
C -2.428156 0.416970 2.653611  -0.70
H -4.029902 0.567942 1.230174  0.44
H -2.118228 -1.997793 -3.968655  0.42
H 2.026883 -1.819401 -3.709229  0.41
H 0.205219 6.178637 -0.148671  0.37
H -3.089777 0.866559 3.393417  0.35
H -0.876549 1.904813 2.508339  0.32
N 0.222440 -2.375760 -2.863314  -0.07
C -2.955290 0.763177 1.265375  -0.68
H 1.840741 -4.341186 -3.888078  0.33
H -0.199241 -0.949096 2.486840  0.27
H -1.858648 4.937022 -0.681041  0.40
C -0.889332 3.001234 -0.580735  -0.43
H -3.033181 -4.182566 -4.732294  0.36
H -2.326491 -0.992206 0.417406  0.25
C 3.887030 3.114918 0.225382  -0.75
C 0.212870 5.097815 -0.223385  -0.76
C -0.545576 -2.439064 -1.779298  0.43
N -2.243288 0.000577 0.211730  -0.56
S 0.057663 -2.437302 -0.187067  -0.38
H 4.750647 5.081272 0.390591  0.39
C 2.735618 2.399372 0.067189  0.43
H -0.817664 0.937603 3.983632  0.43
C -2.513529 -4.125858 -3.776411  -0.94
H -2.714081 0.142276 -0.677073  0.25
H -2.480946 -0.668729 2.800784  0.33
H -1.489590 -4.473874 -3.919004  0.25
H 3.295492 -3.836105 -3.020686  0.40
N -0.017605 0.018917 2.233437  -0.65
Mg -0.026091 0.250707 0.067169  0.58
C 1.681914 -2.425606 -2.872308  -0.31

Force components x, y, z for each atom (eV/Å):
0.025 -0.007 -0.016
0.080 -0.201 -0.032
-0.014 -0.009 0.016
0.029 0.079 -0.021
-0.093 0.357 -0.079
-0.004 0.039 0.056
-0.093 0.085 0.029
-0.075 0.104 -0.013
-0.017 0.013 -0.058
0.053 0.012 0.043
-0.004 -0.009 -0.014
-0.054 0.045 0.061
-0.198 0.001 0.072
-0.184 0.331 -0.025
0.034 -0.189 -0.094
-0.028 0.151 0.040
-0.021 -0.046 -0.050
0.010 -0.012 -0.014
0.021 0.032 -0.060
0.033 0.032 -0.163
-0.019 0.096 0.006
-0.008 0.083 0.084
0.164 0.037 -0.242
0.022 -0.021 -0.049
-0.095 0.068 0.029
-0.036 0.049 0.023
0.010 -0.004 -0.034
-0.005 0.015 0.002
0.036 0.013 0.040
-0.024 0.004 0.055
-0.025 0.000 0.221
0.024 -0.005 -0.005
0.011 -0.007 0.080
0.024 0.014 -0.011
0.174 -0.045 -0.016
0.014 -0.024 0.002
-0.015 -0.022 -0.042
0.019 -0.119 0.029
-0.138 0.040 -0.022
-0.273 -0.277 -0.517
0.026 0.053 -0.033
0.214 0.326 0.173
-0.011 0.010 0.023
0.258 -0.227 0.023
0.044 -0.042 -0.017
0.025 0.099 0.053
0.016 0.000 -0.024
-0.052 0.012 0.103
-0.014 -0.030 -0.011
-0.005 -0.026 -0.020
0.111 -0.048 0.010
-0.215 -0.655 0.431
0.240 -0.175 -0.020

(4)
Computed, not measured: a structure of composition C24H61N3NiO12PZn at a distorted geometry, with ωB97M-V/def2-TZVPD.

Kohn-Sham gap (alpha / beta): 0.335 / 0.319 Eh
net charge: +1
LUMO energy (alpha / beta): -1.85 / -2.35 eV
multiplicity: 3

Each line ends with the Mulliken charge.
Cartesian coordinates (Å):
C -5.217903 3.421710 -2.139830  -0.71
C 0.587194 -4.431835 2.552531  -0.88
H -0.558085 -3.856512 -2.603661  0.19
H -1.555374 3.402299 -0.102575  -0.03
P 0.515169 -0.509359 0.480383  1.30
N 1.880282 -1.155301 4.604956  0.01
C -2.515722 -3.421645 -1.698610  -1.08
H -0.398210 4.870468 -3.409338  0.55
H -3.136004 -0.120685 -0.008040  0.17
H -4.147469 -0.002056 2.286480  -0.14
H 1.497799 2.116216 4.488412  0.47
H 5.221125 -2.143781 -1.997043  0.36
O 3.352807 2.765945 -0.356932  -0.49
C -6.081346 0.654638 1.786261  -1.55
H 2.504677 -4.128363 -1.592862  0.34
H 1.792812 -3.762723 5.105359  0.30
H -0.784431 1.039358 -2.770892  0.23
O 1.079434 -3.269903 3.285737  -0.16
H 3.332952 -1.797225 3.324678  -0.03
H 3.818301 -0.476236 -3.214400  0.44
H 2.846439 -0.607085 -0.477890  -0.54
O 3.955587 -2.861142 -0.797638  -0.37
O 1.175059 1.959125 -3.201474  -0.95
O 0.227138 0.550030 3.939746  -0.14
O 0.541857 -1.339122 -0.799242  -0.56
H 1.639259 -1.321337 5.583321  0.17
H -2.791178 -2.718482 -4.360568  0.39
H 1.010221 3.375269 -4.784639  0.27
H -1.886415 0.999926 3.860965  0.20
O 0.633267 1.061886 0.208143  -0.68
H -4.535993 -1.763140 0.477715  0.32
N -0.463027 3.540422 -1.775025  0.26
N 3.346751 -0.017433 -1.208584  0.37
C 2.812244 -3.716926 -0.604008  -0.20
H 0.593441 -0.004740 -3.470625  0.22
H -1.591879 4.987714 -0.808274  0.37
H 0.883867 1.097847 5.830117  0.35
H 5.160233 -0.115791 0.016567  0.39
H -3.438591 -2.956630 -2.043741  0.25
H 2.002728 -3.132050 -0.177655  -0.25
H -5.843305 1.707241 1.742045  0.33
C 2.404300 0.209629 4.602851  -0.49
H -1.046645 3.283531 -3.783655  0.46
H -6.147299 3.482590 -1.615066  0.28
H 2.334246 4.563943 0.056400  0.24
C 0.968935 3.276863 -3.673486  -0.72
C -0.891202 1.446598 3.709077  -0.74
C 3.407630 -0.947091 -2.297617  0.17
H 3.038540 0.369912 5.449055  0.46
C -4.801160 -0.116271 1.424937  1.13
H -0.768706 1.819523 2.697099  0.11
H -0.468893 -1.647780 -2.041984  0.26
H 5.090018 1.122221 -1.330008  0.42
H -0.695843 2.289783 4.352058  0.49
C 3.969823 1.679282 0.393973  0.04
H -6.933117 0.387069 1.200517  0.37
Zn 1.829742 1.464984 -1.385493  2.62
C 1.218574 1.080837 4.783724  -0.58
C -1.643862 3.939987 -1.055887  -0.55
O -0.512571 -1.007792 1.497435  -0.83
C -2.898083 3.562139 -1.856142  -0.30
H 3.915324 -2.867018 -2.884114  0.47
O -4.157057 3.696727 -1.258352  -0.42
H -2.743902 2.503962 -2.175173  0.26
H 1.277647 -4.632873 1.720017  0.16
C -4.099067 0.393896 0.138142  -1.19
C 4.130475 -2.220745 -2.007061  -1.09
H -2.531568 -4.472857 -4.237631  0.36
H 2.888019 0.375289 3.648219  0.09
C 2.512647 3.581685 0.531915  -0.57
C -0.364550 3.808493 -3.185570  -0.62
C 0.104805 0.965076 -3.446666  -0.50
O 1.760337 -0.794223 1.393722  -1.03
H 3.025621 3.779915 1.449999  0.42
H 4.765090 2.143002 1.013179  0.57
C -2.058183 -3.475404 -4.192372  -1.61
H -0.429820 -4.355403 2.223125  0.31
H -0.402892 2.556819 -1.654959  -0.45
H -2.143339 -2.955080 -0.815598  0.17
C 2.223165 -3.484434 4.124223  -0.69
H 1.840068 3.830363 -3.281872  0.42
H 2.820153 -4.269464 3.686069  0.50
H -6.288484 0.390756 2.806531  0.43
H -5.080303 2.434801 -2.616937  0.29
C -1.456130 -3.270871 -2.800761  0.63
H 3.212377 1.285635 1.069297  -0.20
H -3.959435 1.462355 0.125536  0.33
H 1.613422 3.003017 0.789328  0.08
H -2.654325 -4.484367 -1.503663  0.45
O -0.986094 -1.900207 -2.867573  -0.46
H 3.165523 -4.558892 0.022757  0.27
H -4.706219 0.146592 -0.740639  0.43
H -2.879568 4.170873 -2.781572  0.45
H -0.260536 1.183216 -4.450910  0.41
H -5.297483 4.214562 -2.915220  0.33
C 2.885931 -2.144587 4.264562  -0.18
Ni 0.447243 -1.249100 3.047814  0.28
H -1.288990 -3.375463 -4.941093  0.40
C 4.528695 0.593445 -0.525274  -0.78
O -4.995782 -1.536902 1.291494  -0.60
H 0.675425 -5.350034 3.158424  0.42
H 2.350562 -1.078668 -2.504883  -0.29
H 3.721050 -2.224415 4.985915  0.44

Force components x, y, z for each atom (eV/Å):
0.505 0.402 -1.083
1.953 -0.855 0.483
-0.203 -0.587 -0.048
-0.464 0.080 -0.111
2.261 -0.598 0.298
0.448 -0.549 1.033
0.685 -0.514 -1.131
-0.216 0.169 0.020
-0.121 0.237 0.221
0.434 0.244 0.039
-0.386 -0.446 0.150
0.038 0.791 -0.498
-0.840 -0.463 -0.024
1.248 -0.854 0.162
0.032 0.175 0.592
0.556 -0.370 -0.221
1.109 -0.204 -0.169
-1.271 -0.621 -0.975
-0.161 -0.361 -0.056
0.118 -0.250 0.455
0.625 0.944 -0.359
-0.909 -0.411 1.200
-0.266 -1.653 0.420
-1.700 0.722 -0.103
0.088 1.296 0.362
-0.546 -0.213 -0.215
-0.612 0.521 -0.053
0.020 -0.659 0.651
0.688 -0.090 0.066
-0.481 -0.471 -1.333
-0.086 -0.362 0.072
0.660 0.431 -0.015
-1.312 0.395 2.682
0.610 -0.052 -0.935
-0.281 -0.065 0.371
-0.184 0.544 -0.096
-0.116 -0.026 -0.142
-0.172 0.050 -0.108
-0.094 -0.029 0.195
-0.204 -0.205 0.158
-0.197 0.383 -0.079
-0.315 -0.502 -0.145
-1.695 -0.473 -0.842
-0.413 -0.286 0.630
-0.137 -0.817 -0.041
0.565 1.547 -0.345
0.668 0.338 -0.368
0.125 0.768 -1.234
0.985 0.120 0.303
0.290 0.105 -0.850
-0.326 -0.159 -0.312
-0.564 -0.598 -0.640
0.079 -0.523 0.600
-0.584 0.304 0.422
0.662 0.583 0.761
-0.461 -0.033 -0.663
0.190 -0.566 1.486
0.118 1.192 -0.157
-0.809 -0.206 0.768
-3.446 0.589 -0.671
0.106 -0.305 -0.941
-0.034 -0.128 0.391
0.479 0.239 0.971
-0.173 0.265 0.061
-0.404 0.398 -0.080
-0.267 -0.775 0.291
1.205 -1.307 -1.318
0.169 0.396 -0.257
0.178 0.132 -0.128
-0.011 -0.070 -0.550
1.702 0.444 0.411
-0.380 0.658 -1.066
0.991 -0.046 0.539
0.671 0.064 0.557
-0.208 -0.342 -0.378
0.487 -1.494 0.966
-0.372 0.707 -0.061
0.036 -0.842 0.322
0.124 0.416 0.833
-1.571 0.250 0.235
-0.467 -0.034 -0.049
0.487 -0.112 0.129
-0.413 0.035 0.574
-0.207 0.289 0.115
-0.162 1.862 -0.380
-0.121 -0.395 0.048
0.153 0.432 0.145
0.028 0.423 -0.287
-0.323 -0.039 0.070
0.201 0.297 0.631
-0.352 0.534 -0.169
-0.164 0.019 0.124
-0.057 -0.168 0.153
-0.022 -0.232 -0.066
0.293 -0.463 0.083
1.494 -0.149 -0.566
2.196 -0.160 -0.110
0.224 -0.128 -0.330
-0.639 1.035 -1.489
-0.299 0.562 -0.069
-0.214 0.497 0.266
-0.168 -0.771 -0.191
-0.389 0.145 -0.013